Computed, not measured: an isolated molecule of C4H10N4, with ωB97M-V with the def2-TZVPD basis set.

Structure (ORCA input):
```
! wB97M-V def2-TZVPD RIJCOSX def2/J DEFGRID3
* xyz 0 1
H 2.37 1.17 -1.76
N 1.55 0.72 -2.17
C 0.31 0.42 -1.34
N -0.65 -0.24 -2.01
N 0.40 0.12 0.09
C 1.38 -1.03 0.18
N -0.80 -0.23 0.73
C -1.45 1.01 1.15
C -0.84 0.06 2.06
H -1.45 -0.69 -1.73
H -0.26 -0.13 -3.16
H 0.85 -2.08 -0.13
H 2.02 -0.73 -0.80
H 1.85 -0.96 1.20
H -1.29 2.18 1.01
H -2.53 0.69 1.39
H -1.53 -0.30 2.72
H 0.06 0.02 2.57
*
```

F_max (eV/Å): 8.29
Energy above the lowest of the compared OMol25 structures with the same formula, charge and spin (eV): 7.5225
Calculated total energy (a.u.): -377.1704
SMILES string: [H]/N=C(/N)N(C)N1CC1
E_LUMO (eV): 0.96